Molecular formula: C25H29IrN5S
Method: DFT, ωB97M-V/def2-TZVPD

Structure (XYZ):
```
61
Properties=species:S:1:pos:R:3:forces:R:3:mulliken_charge:R:1
Ir -0.1291 0.0454 0.0437 -0.347 0.013 0.262 2.15
C -0.7274 1.3625 -2.5450 -0.238 -0.033 0.213 -1.23
N 0.4597 0.8227 -1.7674 -0.093 -0.274 0.129 -0.77
C 1.3699 1.9703 -1.4069 -0.246 -0.038 0.304 -1.37
C 0.6656 2.8305 -0.3696 0.032 -0.292 -0.085 0.89
C 0.8233 4.1992 -0.2917 -0.014 -0.164 -0.105 -0.98
C 0.1129 4.9028 0.6726 -0.115 -0.055 0.088 -0.44
C -0.7667 4.2133 1.4938 0.065 0.092 -0.075 -1.04
C -0.8692 2.8407 1.3719 -0.100 0.005 -0.243 0.08
N -0.1456 2.1492 0.4828 0.909 -0.245 -0.191 -0.23
C 1.1844 -0.2544 -2.5243 -0.362 -0.204 0.143 -1.51
C 0.4949 -1.5950 -2.2998 0.023 0.290 0.120 1.01
C 0.6233 -2.6546 -3.1766 -0.024 0.172 0.038 -0.87
C 0.0266 -3.8680 -2.8609 -0.049 -0.026 0.049 -0.42
C -0.6915 -3.9835 -1.6799 0.008 0.006 -0.065 -0.97
C -0.7765 -2.8890 -0.8427 -0.120 0.026 -0.019 -0.03
N -0.1959 -1.7208 -1.1405 0.308 0.382 0.449 -0.15
C -2.0599 1.0617 -1.8839 0.287 -0.165 -0.015 0.91
C -3.2736 1.3721 -2.4713 0.124 -0.008 -0.006 -0.96
C -4.4429 1.0655 -1.7939 -0.031 0.007 -0.032 -0.39
C -4.3737 0.4444 -0.5538 -0.005 -0.035 0.059 -0.93
C -3.1355 0.1609 -0.0213 0.034 0.080 -0.093 -0.11
N -2.0055 0.4749 -0.6767 0.464 0.234 -0.009 0.09
H -0.6914 0.9717 -3.5615 -0.086 -0.076 0.032 0.68
H -0.6109 2.4446 -2.6191 -0.015 -0.006 -0.024 0.58
H 1.6327 2.5289 -2.3079 -0.044 0.043 0.059 0.55
H 2.2861 1.5480 -0.9949 -0.029 0.050 -0.001 0.54
H 1.4854 4.7079 -0.9793 0.002 0.012 -0.011 0.56
H 0.2220 5.9754 0.7578 0.007 0.013 0.012 0.47
H -1.3734 4.7275 2.2251 -0.002 0.009 0.012 0.48
H -1.5669 2.2839 1.9754 0.037 -0.039 0.094 0.59
H 2.2011 -0.3079 -2.1385 0.016 0.010 0.042 0.50
H 1.2547 0.0101 -3.5807 -0.061 -0.085 0.010 0.63
H 1.1865 -2.5327 -4.0918 -0.005 0.000 -0.029 0.55
H 0.1171 -4.7110 -3.5325 0.000 -0.005 -0.014 0.48
H -1.1841 -4.9057 -1.4086 0.004 -0.023 0.015 0.49
H -1.3302 -2.9300 0.0861 0.019 -0.009 0.011 0.50
H -3.3009 1.8436 -3.4441 -0.008 0.014 -0.022 0.57
H -5.4032 1.3030 -2.2317 -0.003 0.001 -0.012 0.47
H -5.2669 0.1823 -0.0053 -0.011 -0.002 0.002 0.50
H -3.0161 -0.3252 0.9384 -0.009 0.022 0.007 0.44
C 3.6116 -2.8000 1.6574 -0.030 -0.032 0.022 -0.49
C 2.2949 -2.9715 2.0578 0.007 -0.031 -0.155 -0.84
C 1.3388 -2.0713 1.6319 0.075 -0.439 -0.550 -0.70
N 1.6205 -1.0389 0.8192 0.216 0.632 -0.452 0.84
C 2.8979 -0.8820 0.4378 0.053 0.078 0.053 -0.11
C 3.9156 -1.7254 0.8363 0.014 0.029 -0.006 -1.05
H 4.3826 -3.4862 1.9810 0.013 0.001 0.010 0.47
H 2.0045 -3.7881 2.7037 -0.004 -0.021 0.009 0.57
H 0.3094 -2.1730 1.9433 -0.016 -0.068 -0.058 0.69
H 3.1150 -0.0381 -0.2001 0.054 0.005 0.054 0.25
H 4.9277 -1.5362 0.5083 0.006 0.004 -0.023 0.54
C 1.4441 -0.1773 3.6845 0.042 0.229 0.171 -1.03
S -0.1078 0.2924 2.9033 -0.632 -0.157 -0.296 0.37
C -1.2752 -0.5425 3.9956 -0.043 -0.074 -0.043 -1.10
H 1.4413 0.2564 4.6840 -0.039 0.052 -0.022 0.49
H 2.2576 0.2633 3.1125 0.022 -0.006 0.032 0.32
H 1.5676 -1.2529 3.7527 -0.068 0.111 0.148 0.31
H -1.0296 -1.5967 4.1071 0.009 -0.025 -0.017 0.38
H -2.2716 -0.4431 3.5705 -0.021 0.022 0.024 0.33
H -1.2540 -0.0538 4.9678 0.021 -0.003 0.000 0.44
```
Forces are in eV/Å.

Results
total energy = -1745.4729 a.u.
energy above the lowest of the compared OMol25 structures with the same formula, charge and spin = 51.94 kcal per mole
Kohn-Sham gap = 0.3068 Eh
highest occupied orbital energy = -17.742 eV
M = 623.83 g/mol
total charge = +3